No. 1
ORCA calculation (the ωB97M-V functional and the def2-TZVPD basis) on 2 unconnected molecules or ions with the total composition C2H2ClI.

HOMO level, hartree: -0.3704
Total charge: 0
Structure (SMILES): C#CCl.I
Energy, eV: -22726.9048
LUMO level, eV: 0.52
Energy relative to the best compared isomer or geometry (same formula, charge and spin), kJ/mol: 129.8

CARTESIAN COORDINATES (ANGSTROEM)
C 0.44 2.59 0.37
C 0.80 1.59 -0.19
Cl 1.35 0.26 -0.97
I -0.85 -3.65 -0.59
H -1.80 -4.22 0.52
H 0.06 3.43 0.87

No. 2
ORCA calculation (the ωB97M-V functional and the def2-TZVPD basis) on a molecular structure, C13H17CoF6NO9S3 at a distorted geometry.

HOMO level (alpha / beta), hartree: -0.2051 / -0.2058
Total charge: -1
Energy, eV: -120112.6913
LUMO level (alpha / beta), eV: 2.53 / 2.49
Energy relative to the best compared isomer or geometry (same formula, charge and spin), kJ/mol: 100.4

CARTESIAN COORDINATES (ANGSTROEM)
Co -0.10 0.15 -0.02
F 2.26 -1.01 4.75
C 1.27 -1.05 3.88
F 0.11 -1.03 4.56
F 1.33 -2.19 3.20
S 1.33 0.40 2.74
O 0.09 0.20 1.97
O 1.33 1.51 3.64
N 2.65 0.26 1.96
S 2.89 -0.51 0.59
O 3.93 0.07 -0.18
O 1.70 -1.19 0.11
C 3.80 -2.03 1.26
F 3.06 -3.14 1.16
F 4.16 -1.90 2.54
F 4.92 -2.24 0.55
O 1.34 2.58 -2.40
S 1.33 1.25 -1.85
O 1.53 1.30 -0.32
O -0.11 0.71 -1.84
O 2.20 0.29 -2.48
C 0.20 -2.54 -2.05
C -1.16 -2.06 -1.60
O -1.23 -1.54 -0.24
C -1.04 -2.55 0.76
C -1.84 -2.20 2.00
H 0.08 -3.01 -3.03
H 0.61 -3.28 -1.37
H 0.91 -1.72 -2.14
H -1.90 -2.88 -1.64
H -1.51 -1.25 -2.23
H 0.03 -2.66 0.97
H -1.41 -3.49 0.35
H -1.57 -1.22 2.38
H -1.64 -2.93 2.78
H -2.91 -2.21 1.77
C -1.29 1.84 0.11
C -0.95 2.68 1.26
C -1.65 2.59 2.46
C -1.37 3.45 3.52
C -0.38 4.40 3.39
C 0.35 4.48 2.21
C 0.07 3.63 1.15
H -0.97 2.16 -0.86
H -2.22 1.27 0.16
H -2.42 1.83 2.57
H -1.93 3.36 4.44
H -0.15 5.07 4.21
H 1.15 5.21 2.11
H 0.65 3.67 0.24

No. 3
ORCA calculation (the ωB97M-V functional and the def2-TZVPD basis) on 3 unconnected molecules or ions with the total composition C17H34F7N4OS at a distorted geometry.

HOMO level, hartree: -0.3719
Total charge: +1
Energy, eV: -56029.5569
LUMO level, eV: -5.93

CARTESIAN COORDINATES (ANGSTROEM)
F 3.78 -0.31 2.91
C 4.29 0.60 1.83
F 4.82 1.81 2.53
C 2.96 1.09 0.99
F 1.93 0.01 1.22
F 2.37 2.33 1.54
N 3.17 1.10 -0.53
C 4.40 1.87 -0.97
O 4.69 3.08 -0.18
C 5.38 4.11 -0.98
F 4.49 4.89 -1.89
F 6.50 3.61 -1.81
F 5.96 5.10 0.00
N 2.02 1.36 -1.26
C 1.83 2.67 -1.55
S 1.29 4.32 -1.56
H 5.09 0.04 1.19
H 3.41 0.08 -0.75
H 5.32 1.13 -0.75
H 4.46 2.05 -2.15
C -1.20 1.52 -0.14
C -1.14 1.67 1.38
N -2.20 2.50 1.95
C -1.98 2.85 3.35
C -1.99 1.71 4.37
C -3.58 2.12 1.61
C -4.03 0.72 2.00
H -1.19 2.50 -0.63
H -0.33 0.96 -0.49
H -2.09 0.98 -0.46
H -0.17 2.12 1.62
H -1.13 0.67 1.83
H -2.71 3.61 3.66
H -1.01 3.36 3.43
H -3.00 1.37 4.58
H -1.58 2.07 5.32
H -1.38 0.87 4.06
H -3.71 2.24 0.53
H -4.27 2.85 2.05
H -3.29 -0.05 1.76
H -4.94 0.47 1.44
H -4.28 0.65 3.06
C -0.10 -3.77 -4.24
C -0.04 -3.63 -2.73
N -1.10 -2.79 -2.16
C -0.88 -2.44 -0.75
C -0.89 -3.58 0.26
C -2.48 -3.17 -2.49
C -2.93 -4.57 -2.11
H -0.09 -2.79 -4.74
H 0.77 -4.33 -4.60
H -0.99 -4.31 -4.57
H 0.93 -3.17 -2.49
H -0.03 -4.63 -2.28
H -1.61 -1.69 -0.45
H 0.09 -1.93 -0.68
H -1.90 -3.93 0.47
H -0.48 -3.22 1.22
H -0.28 -4.43 -0.05
H -2.61 -3.05 -3.58
H -3.17 -2.44 -2.06
H -2.19 -5.34 -2.34
H -3.84 -4.83 -2.67
H -3.18 -4.64 -1.05

No. 4
ORCA calculation (the ωB97M-V functional and the def2-TZVPD basis) on a molecular structure, C2H4F3OPd at a distorted geometry.

HOMO level (alpha / beta), hartree: -0.1981 / -0.3414
⟨S²⟩: 3.754
Total charge: 0
Multiplicity: 4
Energy, eV: -15809.8580
LUMO level (alpha / beta), eV: 0.61 / -4.34

CARTESIAN COORDINATES (ANGSTROEM)
C -0.09 0.04 -0.89
F -0.92 1.09 -0.99
F 1.21 0.81 -3.26
Pd -0.72 -2.26 0.47
O -0.26 -0.61 0.30
H -0.37 -0.74 -1.67
C -0.04 0.16 1.52
H -0.67 1.07 1.53
H -0.33 -0.50 2.34
H 1.03 0.40 1.58
F 1.16 0.54 -0.94